Computed, not measured: C13H33F3HgN3O14S3 as an isolated structure in a non-equilibrium geometry, with ωB97M-V/def2-TZVPD.

```
70
Properties=species:S:1:pos:R:3:mulliken_spin:R:1
Hg 0.0213 -1.4188 -0.4053 -0.073
S 1.7650 -2.9434 -2.9341 0.004
O 1.0937 -4.2256 -3.0156 0.000
O 1.1545 -2.0371 -3.9206 0.000
O 1.5436 -2.3711 -1.5963 0.019
O 3.1898 -3.2099 -3.1651 0.000
S -1.4808 -4.6805 0.1971 -0.003
O -0.7833 -5.7697 -0.4564 0.000
O -1.5256 -4.8371 1.6562 -0.001
O -0.8971 -3.4078 -0.1300 0.002
O -2.9407 -4.5677 -0.0333 0.000
C -2.6261 -0.1392 3.4217 -0.072
F -1.8908 -0.8196 4.2815 0.005
F -3.8147 0.1809 3.8849 0.001
F -1.9181 0.9618 3.1609 -0.012
S -2.8505 -1.0432 1.7135 0.019
O -1.5442 -0.7968 1.0988 0.036
O -3.1001 -2.4759 1.9235 0.000
O -3.9692 -0.3622 0.9934 0.000
C -2.3762 -0.2892 -4.3433 0.000
C -1.6229 0.0338 -3.0217 0.001
C -2.5452 0.7054 -2.0007 -0.003
O -1.7574 1.4689 -1.0850 -0.031
C -2.5079 2.4381 -0.3804 0.046
N -1.1228 -1.2736 -2.5079 -0.005
H -3.2965 -0.8595 -4.2165 0.000
H -1.6679 -0.7693 -5.0186 0.000
H -2.6971 0.6625 -4.7669 0.000
H -0.7812 0.6259 -3.3811 0.000
H -3.2143 -0.0330 -1.5589 0.000
H -3.1346 1.4500 -2.5357 -0.002
H -2.0189 2.8506 0.5021 -0.020
H -3.3609 1.9411 0.0817 0.004
H -2.8804 3.2838 -0.9585 0.003
H -0.4485 -1.6407 -3.1642 0.001
H -1.9227 -1.8891 -2.5452 0.001
C 0.7508 -2.4483 3.2498 0.029
C 1.0852 -1.0921 2.6286 -0.214
C 2.1631 -0.3694 3.5148 0.311
O 2.5075 0.8549 3.0100 -6.756
C 3.3501 1.4853 3.9224 8.247
N 1.6314 -1.2246 1.2813 -0.062
H 0.2313 -2.4203 4.2076 -0.009
H 1.6605 -3.0422 3.3379 0.003
H 0.0962 -3.0615 2.6303 0.009
H 0.2312 -0.4151 2.6539 -0.003
H 3.0050 -1.0580 3.5859 0.215
H 1.7217 -0.2251 4.5009 -0.192
H 3.8135 2.3234 3.4018 0.282
H 4.2135 0.8805 4.1998 -0.557
H 3.0218 1.8617 4.8912 -0.090
H 2.3936 -1.8857 1.3259 -0.002
H 2.1344 -0.3567 1.1640 -0.005
C 2.8940 1.8415 0.0316 0.086
C 1.4333 1.9352 -0.1258 -0.415
C 1.0273 3.2387 -0.8568 0.143
O 1.3377 3.1405 -2.2402 -0.030
C 0.7683 4.2475 -2.9179 0.019
N 0.8135 0.8116 -0.8055 0.017
H 3.2083 0.9775 0.6171 -0.042
H 3.3585 2.7662 0.3738 -0.011
H 3.3438 1.6445 -0.9415 0.042
H 1.0156 1.8804 0.8795 0.064
H 1.4939 4.0950 -0.3698 0.005
H -0.0508 3.2930 -0.7056 -0.005
H -0.3000 4.4387 -2.8163 -0.005
H 1.0255 4.0611 -3.9606 0.001
H 1.3624 5.1299 -2.6804 0.003
H -0.0948 1.1710 -1.0622 0.001
H 1.2819 0.7781 -1.6997 0.000
```

HOMO energy (spin up / spin down) ... 4.998 / 4.277 eV
Charge ... -4
2S+1 ... 2
Frontier orbital gap (spin up / spin down) ... 1.9 / 2.5 eV
Expectation value of S² ... 0.75

---

Computed, not measured: C13H33N2O5PSi2 as an isolated structure in a non-equilibrium geometry, with ωB97M-V/def2-TZVPD.

```
56
Properties=species:S:1:pos:R:3:mulliken_charge:R:1
C 0.7484 0.0325 3.4972 -0.738
C -0.3997 -0.4116 2.9494 -0.333
Si -0.6868 -1.1397 1.2500 0.347
C 0.6167 -0.7107 -0.0024 -0.019
C 2.0593 -1.0949 0.4228 -0.861
C 3.0750 0.0323 0.1213 -0.768
C 3.9321 0.4566 1.3379 -0.176
C 4.0811 1.9886 1.4548 -0.973
N 3.1692 2.6153 2.4132 -0.590
O -2.2038 -0.6994 0.7349 -0.425
Si -2.5537 0.8315 0.1954 0.490
C -4.3591 1.1340 0.5262 -0.486
C -4.7031 0.6624 1.9588 -1.005
C -1.5142 2.1634 1.0410 -0.051
P -1.9904 3.8307 0.5959 0.787
O -2.9056 4.4308 1.5735 -0.683
O -0.6431 4.7093 0.4370 -0.562
O -2.5081 3.7880 -0.9152 -0.498
H 1.6558 -0.5603 3.4970 0.428
H 0.7750 1.0056 3.9829 0.248
H -1.3004 -0.2427 3.5482 0.495
H -0.6921 -2.6218 1.3522 -0.338
H 0.6002 0.3331 -0.3233 0.355
H 0.3643 -1.2979 -0.8902 -0.273
H 2.3480 -1.9641 -0.1672 0.382
H 2.1023 -1.4026 1.4697 0.599
H 2.5487 0.9312 -0.2063 0.349
H 3.7313 -0.2912 -0.6853 0.355
H 3.4745 0.0979 2.2606 0.131
H 4.9215 0.0012 1.2566 0.357
H 5.1067 2.2481 1.7184 0.368
H 3.8878 2.4403 0.4797 0.398
H 2.2146 2.3660 2.1774 0.192
H 3.3535 2.2711 3.3477 0.286
H -2.2673 0.8842 -1.2565 -0.253
H -4.8824 0.4725 -0.1687 0.323
H -4.6339 2.1761 0.3720 0.346
H -5.6126 1.1440 2.3143 0.342
H -4.8713 -0.4132 1.9791 0.299
H -3.8972 0.8696 2.6664 0.211
H -1.6626 2.1304 2.1225 0.330
H -0.4443 2.0656 0.8477 -0.033
H -0.1891 4.7363 1.2931 0.327
H -2.2468 4.6059 -1.3667 0.332
C 1.4327 -4.6116 -4.0971 -1.440
C 0.8630 -3.3662 -3.4583 0.859
O 1.4272 -2.7993 -2.5363 -0.575
N -0.3118 -2.8916 -3.9478 -0.113
C -1.1179 -3.4276 -5.0260 -0.881
H 2.3632 -4.8544 -3.5940 0.278
H 0.7448 -5.4512 -3.9928 0.387
H 1.6354 -4.4477 -5.1560 0.392
H -0.6376 -2.0602 -3.4795 0.165
H -1.2273 -2.6890 -5.8218 0.299
H -2.1132 -3.6882 -4.6625 0.289
H -0.6568 -4.3175 -5.4408 0.329
```

HOMO energy ... -8.879 eV
Frontier orbital gap ... 9.3 eV

---

Computed, not measured: an isolated ion of composition C13H33NO4P3 and charge +1 in a non-equilibrium geometry, with ωB97M-V/def2-TZVPD.

```
54
Properties=species:S:1:pos:R:3:mulliken_charge:R:1
C -4.5144 -2.3679 -2.0194 -0.443
O -3.9894 -1.6552 -3.1946 -0.381
C -3.2825 -0.4714 -2.6518 0.105
C -2.8582 0.4423 -3.9809 -0.618
C -1.3353 -0.0642 -4.3879 -0.742
C -0.1751 0.8709 -3.6691 -0.567
C 0.4432 0.0525 -2.3861 -0.852
C 0.5354 0.9384 -0.9952 -0.529
C 1.4201 0.0620 0.0674 -0.826
P 0.6021 -0.2473 1.7614 0.686
C 0.7235 1.2491 2.9828 -0.882
C 1.6458 2.4855 2.4220 0.310
C 1.4179 3.7452 3.4968 -1.139
C 3.2835 2.1747 2.4836 -0.938
C 1.5379 -1.7006 2.6580 -0.931
P 2.2842 -2.9809 1.4532 0.928
O 1.2197 -3.5298 0.3766 -0.593
O 2.7934 -4.3512 2.3996 -0.489
O 3.7328 -2.3539 0.6465 -0.544
P -1.4952 -0.8298 1.6974 -0.102
N -2.3921 -0.0793 0.5799 -0.468
H -3.5861 -2.7475 -1.3858 0.127
H -5.2135 -3.2565 -2.3695 0.242
H -5.1987 -1.6271 -1.4102 0.234
H -2.2995 -0.8893 -2.1369 -0.187
H -3.9113 0.1386 -1.8653 0.311
H -2.8779 1.5986 -3.7605 0.299
H -3.6273 0.1219 -4.8319 0.307
H -1.2610 -1.1998 -4.0288 0.305
H -1.2307 -0.0976 -5.5735 0.387
H 0.6879 0.9808 -4.4865 0.279
H -0.5213 1.9631 -3.4263 0.391
H -0.0661 -1.0109 -2.2150 0.292
H 1.5729 -0.2025 -2.6762 0.354
H 1.1647 1.9116 -1.2818 0.284
H -0.4939 1.3248 -0.5970 0.429
H 1.7931 -0.9044 -0.4938 0.655
H 2.4065 0.6991 0.2834 0.293
H -0.3601 1.6156 3.3188 0.489
H 1.2384 0.8781 3.9922 0.361
H 1.3000 2.8995 1.3796 0.168
H 1.9606 4.7242 3.1176 0.321
H 2.0090 3.4204 4.4782 0.295
H 0.2923 3.9010 3.7796 0.340
H 3.4372 1.0382 2.1960 0.174
H 3.7349 2.3664 3.5507 0.349
H 3.8431 2.8308 1.6640 0.297
H 2.2928 -1.2941 3.4682 0.422
H 0.6960 -2.2780 3.2770 0.436
H 3.6978 -4.5984 2.0159 0.350
H 3.7563 -1.3533 0.6980 0.397
H -1.6308 -2.2686 1.4646 0.198
H -2.0632 -0.5335 3.0041 0.192
H -3.1394 0.4598 1.1106 0.226
```

HOMO energy ... -11.580 eV
Charge ... +1
Frontier orbital gap ... 7.7 eV

---

Computed, not measured: a 2-piece molecular cluster, C13H33NO7P2 overall, with ωB97M-V/def2-TZVPD.

```
56
Properties=species:S:1:pos:R:3:mulliken_charge:R:1
C 8.7461 3.2392 -2.0824 -1.314
C 7.9199 1.9567 -2.1653 0.777
O 8.3546 1.2746 -3.3454 -0.558
C 8.0510 1.0703 -0.9122 -0.752
O 6.8266 0.6477 -0.3461 -0.399
C 6.0506 -0.1672 -1.1890 -0.344
O 5.2346 -0.9758 -0.4169 -0.428
C 3.9334 -0.4657 -0.1632 -0.550
C 2.9135 -1.1090 -1.0951 -0.346
O 1.8447 -0.1927 -1.2311 -0.130
C 0.6994 -0.7600 -1.7931 -0.677
P -0.6605 0.4323 -2.1312 -0.179
P -0.7637 1.5963 -0.2801 0.818
O 0.3744 1.6035 0.6339 -0.591
O -2.1480 1.0286 0.3271 -0.358
O -1.1733 3.0733 -0.7911 -0.526
H 8.1183 4.1037 -1.8706 0.304
H 9.5177 3.1790 -1.3138 0.321
H 9.2411 3.4006 -3.0385 0.336
H 6.8625 2.2227 -2.2802 0.125
H 7.8517 0.4551 -3.4395 0.302
H 8.6678 0.1964 -1.1704 0.414
H 8.5589 1.6151 -0.1179 0.300
H 6.7078 -0.8212 -1.7818 0.279
H 5.4409 0.4525 -1.8643 0.381
H 3.6968 -0.6797 0.8779 0.338
H 3.8920 0.6193 -0.2920 0.348
H 2.5481 -2.0569 -0.6813 0.302
H 3.3776 -1.3134 -2.0696 0.275
H 0.9269 -1.2292 -2.7629 0.426
H 0.2734 -1.5455 -1.1507 0.394
H 0.0709 1.4234 -2.8171 0.069
H -2.5558 1.6570 0.9424 0.291
H -2.0566 3.0990 -1.1861 0.333
C -3.8683 -1.8767 1.6668 -1.223
C -5.1001 -1.7074 2.5411 -0.406
N -5.8948 -0.5470 2.1701 0.155
C -6.8954 -0.1862 3.1598 -0.696
C -8.0329 -1.1770 3.4317 -0.993
C -6.3203 -0.4956 0.7796 -0.546
C -7.1317 -1.6772 0.2342 -1.021
H -3.2893 -0.9537 1.6426 0.177
H -3.2349 -2.6720 2.0618 0.446
H -4.1254 -2.1433 0.6408 0.287
H -4.7831 -1.5535 3.5764 0.459
H -5.6771 -2.6458 2.5337 0.247
H -7.3226 0.7761 2.8635 0.354
H -6.3634 -0.0055 4.0990 0.408
H -8.7515 -1.2122 2.6138 0.220
H -8.5745 -0.8751 4.3301 0.405
H -7.6569 -2.1872 3.5989 0.277
H -5.4278 -0.3796 0.1596 0.139
H -6.8909 0.4282 0.6518 0.431
H -6.6798 -2.6326 0.5054 0.243
H -7.1627 -1.6289 -0.8559 0.401
H -8.1599 -1.6779 0.5927 0.258
```

HOMO energy ... -8.214 eV
Frontier orbital gap ... 8.6 eV
Energy above the lowest of the compared OMol25 structures with the same formula, charge and spin ... 0.0 kJ/mol
SMILES ... C[C@@H](O)COCOCCOCPP(=O)(O)O.CCN(CC)CC